C5H11FS | the ωB97M-V functional and the def2-TZVPD basis

XYZ file:
```
18
Properties=species:S:1:pos:R:3:mulliken_charge:R:1
C 1.83 -0.20 -0.91 -1.160
C -0.75 -1.49 0.07 -1.666
C -1.67 0.79 0.56 -1.583
C 0.50 0.63 -0.77 -0.715
C -0.48 -0.02 0.25 0.881
F 1.05 1.69 2.28 -0.281
S 0.73 0.05 2.18 0.077
H 1.50 -1.23 -0.93 0.232
H 2.63 -0.09 -0.27 0.401
H 2.37 -0.05 -1.86 0.367
H 0.05 -2.12 0.00 0.499
H -1.51 -1.84 0.76 0.372
H -1.02 -1.56 -0.96 0.463
H -2.18 0.90 -0.32 0.450
H -2.34 0.63 1.36 0.382
H -1.26 1.78 0.80 0.386
H 0.03 0.52 -1.74 0.362
H 0.52 1.60 -0.50 0.532
```

Results
E_HOMO = -8.656 eV
E_LUMO = 0.0243 Ha
ΔE to the lowest compared entry with this formula, charge and spin = 198.86 kJ/mol

---

C2H5N3S2 | the ωB97M-V functional and the def2-TZVPD basis

XYZ file:
```
12
Properties=species:S:1:pos:R:3:mulliken_charge:R:1
C -1.10 0.29 0.03 0.599
C 2.28 -0.38 0.45 -0.052
H -3.13 0.87 -0.13 0.217
H -2.82 -0.86 -0.14 0.180
H -0.83 2.19 0.00 0.198
H 1.53 -1.14 -1.33 0.255
H 1.97 -0.31 1.49 0.289
N -2.45 0.08 -0.02 -0.420
N -0.33 1.30 -0.03 -0.575
N 1.35 -0.91 -0.35 -0.194
S -0.24 -1.29 0.10 -0.171
S 3.77 0.15 -0.07 -0.326
```

Results
E_HOMO = -8.358 eV
E_LUMO = 0.0132 Ha
ΔE to the lowest compared entry with this formula, charge and spin = 150.60 kJ/mol
structure (SMILES) = [H]/N=C(\N)SNC=S

---

C34H27Cl4GeN2O6Pb | the ωB97M-V functional and the def2-TZVPD basis

XYZ file:
```
75
Properties=species:S:1:pos:R:3:mulliken_charge:R:1
Pb -3.66 2.02 0.75 1.353
Cl -6.62 -4.54 0.50 -0.080
C -5.87 -3.12 1.04 0.459
C -5.60 -2.97 2.46 0.387
Cl -6.07 -4.21 3.53 -0.095
C -4.98 -1.85 2.94 -0.051
Cl -4.62 -1.65 4.60 -0.106
C -4.61 -0.80 2.05 0.612
O -4.04 0.23 2.42 -0.762
C -4.90 -0.95 0.59 0.493
O -4.58 -0.03 -0.18 -0.575
C -5.52 -2.15 0.14 -0.094
Cl -5.80 -2.33 -1.53 -0.128
O 1.02 6.70 -4.31 -0.538
C -0.05 6.25 -5.08 -0.514
N -0.50 4.91 -4.70 -0.151
C -1.17 4.74 -3.54 0.319
O -1.39 5.66 -2.77 -0.675
C -1.69 3.36 -3.24 -0.023
C -1.80 2.32 -4.15 -0.063
C -2.40 1.13 -3.74 -1.065
C -2.87 1.02 -2.45 -0.224
N -2.76 2.02 -1.57 -0.145
C -2.18 3.16 -1.95 0.045
H 0.69 6.95 -3.44 0.358
H 0.28 6.21 -6.11 0.373
H -0.92 6.91 -4.99 0.338
H -0.14 4.13 -5.22 0.247
H -1.45 2.42 -5.16 0.419
H -2.51 0.31 -4.44 0.460
H -3.37 0.13 -2.11 0.487
H -2.08 3.96 -1.23 0.510
O 0.60 1.04 1.17 -0.652
C -0.57 1.03 1.58 0.674
O -1.44 1.88 1.17 -0.771
C -0.89 -0.09 2.56 -0.443
C -0.34 -1.38 1.99 -1.168
Ge 1.57 -1.06 1.30 1.784
C 1.83 -3.00 0.66 0.178
C 0.82 -3.95 0.60 -0.397
C 1.11 -5.27 0.24 -0.605
C 2.41 -5.63 -0.06 -0.523
C 3.42 -4.68 -0.02 -0.738
C 3.13 -3.37 0.33 -0.255
C 2.73 -0.72 2.85 0.047
C 3.03 0.58 3.25 -0.088
C 3.84 0.80 4.36 -0.710
C 4.35 -0.27 5.07 -0.450
C 4.05 -1.57 4.68 -0.616
C 3.24 -1.79 3.57 -0.538
C 2.39 -0.23 -0.35 0.334
C 3.70 0.23 -0.31 -0.340
C 4.19 1.01 -1.35 -0.686
C 3.37 1.35 -2.41 -0.586
C 2.07 0.86 -2.47 -0.454
C 1.58 0.07 -1.44 -0.507
H -1.96 -0.13 2.75 -0.002
H -0.40 0.16 3.50 0.364
H -0.94 -1.71 1.13 0.326
H -0.29 -2.18 2.73 0.601
H -0.20 -3.70 0.84 0.213
H 0.31 -6.00 0.21 0.378
H 2.63 -6.66 -0.34 0.381
H 4.44 -4.96 -0.27 0.393
H 3.93 -2.64 0.34 0.343
H 2.64 1.42 2.68 0.437
H 4.07 1.81 4.66 0.393
H 4.98 -0.10 5.94 0.386
H 4.44 -2.41 5.24 0.413
H 3.01 -2.81 3.27 0.354
H 4.34 -0.02 0.53 0.394
H 5.21 1.37 -1.31 0.399
H 3.74 2.00 -3.20 0.389
H 1.43 1.11 -3.31 0.424
H 0.57 -0.31 -1.49 0.347
```

Results
E_HOMO = -9.868 eV
E_LUMO = -0.2565 Ha
charge = +1
ΔE to the lowest compared entry with this formula, charge and spin = 202.79 kJ/mol

---

C19H21N3O2 | the ωB97M-V functional and the def2-TZVPD basis

XYZ file:
```
45
Properties=species:S:1:pos:R:3:mulliken_charge:R:1
C 2.41 -3.28 -1.86 -1.834
C 1.16 -2.70 -1.27 1.523
C 0.40 -1.78 -1.99 -1.234
C -0.74 -1.22 -1.46 -0.119
C -1.15 -1.57 -0.18 -0.016
C -0.42 -2.51 0.54 -0.497
C 0.73 -3.08 0.00 1.041
C 1.51 -4.08 0.80 -1.820
H 1.58 -5.02 0.26 0.352
H 1.03 -4.27 1.76 0.400
H 2.52 -3.72 0.98 0.333
H -0.74 -2.82 1.52 0.314
O -2.28 -0.95 0.28 -0.509
C -2.52 -0.85 1.66 -0.545
C -1.40 -0.09 2.41 -1.108
N -0.79 0.91 1.58 0.257
C 0.38 0.74 0.91 -0.764
C 0.60 1.77 0.04 1.018
C -0.52 2.65 0.17 0.495
C -0.88 3.85 -0.43 -0.413
C -2.07 4.44 -0.07 -0.711
C -2.91 3.85 0.88 -0.685
C -2.58 2.66 1.49 -0.782
C -1.38 2.06 1.13 0.184
H -3.23 2.22 2.23 0.345
H -3.84 4.34 1.14 0.385
H -2.38 5.37 -0.53 0.388
H -0.22 4.29 -1.16 0.527
C 1.74 1.91 -0.85 -0.266
N 1.98 3.06 -1.35 -0.311
O 3.09 3.10 -2.23 -0.489
H 3.13 4.03 -2.49 0.351
N 2.51 0.79 -1.06 -0.406
H 2.06 -0.10 -1.00 0.014
H 3.18 0.90 -1.81 0.309
H 1.01 -0.11 1.13 0.689
H -0.62 -0.78 2.73 0.456
H -1.83 0.38 3.30 0.391
H -2.67 -1.84 2.12 0.375
H -3.46 -0.29 1.72 0.437
H -1.31 -0.49 -2.01 0.508
H 0.72 -1.49 -2.98 0.253
H 2.34 -4.36 -1.95 0.431
H 3.27 -3.05 -1.23 0.351
H 2.59 -2.87 -2.85 0.382
```

Results
E_HOMO = -7.573 eV
E_LUMO = 0.0229 Ha
ΔE to the lowest compared entry with this formula, charge and spin = 249.34 kJ/mol
structure (SMILES) = Cc1ccc(OCCn2cc(/C(N)=N/O)c3ccccc32)cc1C

---

C4H10N2O2 | the ωB97M-V functional and the def2-TZVPD basis

XYZ file:
```
18
Properties=species:S:1:pos:R:3:mulliken_charge:R:1
C 0.02 -0.12 0.90 -0.925
N -1.21 -0.96 0.77 -0.154
C -2.48 -0.50 0.88 0.028
O -2.74 0.60 1.34 -0.571
C 0.66 -0.05 -0.46 0.063
C 1.77 1.02 -0.46 -0.399
O 2.17 1.50 -1.72 -0.533
N 1.18 -1.41 -0.80 -0.645
H 0.53 -0.77 1.62 0.261
H -0.28 0.85 1.29 0.359
H -1.01 -1.86 0.37 0.281
H -3.26 -1.26 0.73 0.348
H -0.01 0.11 -1.30 0.518
H 1.49 1.87 0.16 0.281
H 2.64 0.59 0.05 0.250
H 1.69 1.27 -2.53 0.317
H 2.05 -1.54 -0.29 0.264
H 1.36 -1.43 -1.79 0.255
```

Results
E_HOMO = -9.585 eV
E_LUMO = 0.0251 Ha
ΔE to the lowest compared entry with this formula, charge and spin = 199.78 kJ/mol
structure (SMILES) = N[C@H](CO)CNC=O

---

C5H10BNO | the ωB97M-V functional and the def2-TZVPD basis

XYZ file:
```
18
Properties=species:S:1:pos:R:3:mulliken_charge:R:1
B -0.98 2.33 0.03 -0.042
C 1.40 -0.66 -0.43 -0.609
C 0.84 -0.60 0.99 -0.812
C 0.20 -0.90 -1.35 -0.666
C -0.56 -0.01 0.84 -0.022
C -1.08 -0.48 -0.57 0.106
N -0.52 1.45 0.92 0.035
O -1.86 0.42 -1.20 -0.803
H -1.12 3.42 -0.27 0.031
H 1.88 0.29 -0.68 0.266
H 2.14 -1.45 -0.54 0.350
H 0.78 -1.60 1.43 0.332
H 1.46 0.02 1.64 0.380
H 0.26 -0.31 -2.26 0.294
H 0.12 -1.95 -1.63 0.291
H -1.23 -0.35 1.64 0.325
H -1.68 -1.38 -0.37 0.285
H -0.08 1.73 1.79 0.260
```

Results
E_HOMO = -8.094 eV
E_LUMO = 0.0157 Ha
ΔE to the lowest compared entry with this formula, charge and spin = 294.98 kJ/mol

---

C15H15NO5 | the ωB97M-V functional and the def2-TZVPD basis

XYZ file:
```
36
Properties=species:S:1:pos:R:3:mulliken_charge:R:1
O 1.25 -0.92 -1.69 -0.636
O -1.69 -3.02 -3.24 -0.581
C -3.02 -1.24 0.83 -0.025
C -2.36 -2.06 0.20 -0.231
O 0.59 -1.81 0.37 -0.317
O 0.92 2.59 1.72 -0.404
O -0.05 1.06 0.32 -0.238
C 0.46 -1.55 -0.97 0.525
C -0.95 -2.16 -2.86 0.775
C 2.82 -0.37 2.95 -0.566
C 2.19 -1.31 2.10 -0.880
C 2.42 0.98 2.91 -0.971
C 1.22 -0.89 1.14 -0.347
C 1.46 1.34 1.95 0.375
C 0.87 0.45 1.10 1.617
N -0.61 -2.26 -1.49 0.192
C -0.49 -1.17 -3.89 -0.944
C -1.52 -3.02 -0.59 -0.961
C -1.44 2.82 1.06 -1.361
C 0.46 3.17 -0.61 -1.482
C -0.02 2.43 0.65 1.168
H -3.69 -0.62 1.41 0.412
H 3.61 -0.71 3.60 0.395
H 2.52 -2.36 2.13 0.402
H 2.78 1.73 3.60 0.456
H -0.30 -0.19 -3.45 0.226
H -1.24 -0.98 -4.66 0.358
H 0.46 -1.54 -4.36 0.236
H -2.22 -3.71 -1.08 0.385
H -0.93 -3.63 0.10 0.383
H -1.71 2.26 1.95 0.356
H -2.14 2.58 0.26 0.291
H -1.45 3.92 1.32 0.346
H 1.46 2.90 -0.88 0.374
H 0.51 4.27 -0.42 0.379
H -0.16 2.99 -1.49 0.292
```

Results
E_HOMO = -8.330 eV
E_LUMO = 0.0256 Ha
ΔE to the lowest compared entry with this formula, charge and spin = 239.30 kJ/mol
structure (SMILES) = C#CCN(C(C)=O)C(=O)Oc1cccc2c1OC(C)(C)O2

---

C25H29N3O2 | the ωB97M-V functional and the def2-TZVPD basis

XYZ file:
```
59
Properties=species:S:1:pos:R:3:mulliken_charge:R:1
C -6.07 -0.11 3.29 -1.428
C -4.62 -0.36 3.03 1.192
C -3.80 0.73 2.76 -0.781
C -2.46 0.56 2.42 -0.520
C -1.89 -0.75 2.37 0.598
C -0.55 -0.94 1.86 -0.803
N 0.45 -0.08 2.35 1.200
O 1.67 -0.42 2.36 -0.695
O 0.10 1.08 2.76 -0.692
C -2.73 -1.85 2.74 -0.540
C -4.06 -1.64 3.07 -0.774
H -6.55 -1.01 3.67 0.356
H -6.14 0.67 4.05 0.353
H -6.65 0.24 2.44 0.278
H -4.23 1.73 2.75 0.332
H -1.86 1.41 2.12 0.489
H -0.22 -1.96 1.67 0.298
H -2.30 -2.86 2.70 0.322
H -4.72 -2.46 3.31 0.318
C 6.05 -3.20 -2.19 -1.103
N 5.41 -2.93 -0.92 0.148
C 6.28 -2.86 0.24 -0.934
C 4.09 -2.50 -0.88 0.377
C 3.21 -3.02 0.11 -0.821
C 1.91 -2.57 0.18 -0.480
C 1.46 -1.46 -0.59 0.378
C 0.11 -1.00 -0.44 -0.548
C -0.35 0.29 -0.82 1.155
C -1.73 0.48 -1.10 -0.783
C -2.20 1.66 -1.63 -0.608
C -1.33 2.79 -1.69 0.207
N -1.81 4.00 -2.18 0.173
C -1.54 5.27 -1.54 -1.081
C -2.40 4.08 -3.51 -1.002
C -0.01 2.67 -1.17 -0.747
C 0.49 1.43 -0.83 -0.596
C 2.38 -0.90 -1.52 -0.483
C 3.61 -1.49 -1.76 -0.521
H 5.32 -3.61 -2.89 0.340
H 6.50 -2.30 -2.64 0.332
H 6.85 -3.94 -2.03 0.345
H 5.66 -2.85 1.15 0.335
H 6.94 -3.74 0.25 0.278
H 6.90 -1.95 0.22 0.275
H 3.58 -3.79 0.80 0.440
H 1.23 -3.05 0.87 0.219
H -0.65 -1.80 -0.39 0.603
H -2.42 -0.35 -0.94 0.359
H -3.24 1.78 -1.93 0.441
H -1.53 5.12 -0.45 0.336
H -0.59 5.72 -1.86 0.321
H -2.35 5.96 -1.78 0.344
H -2.76 3.08 -3.81 0.350
H -3.24 4.78 -3.49 0.296
H -1.68 4.43 -4.26 0.287
H 0.60 3.58 -1.07 0.334
H 1.54 1.36 -0.52 0.641
H 2.12 -0.02 -2.11 0.556
H 4.25 -1.14 -2.58 0.329
```

Results
E_HOMO = -6.808 eV
E_LUMO = -0.0408 Ha
ΔE to the lowest compared entry with this formula, charge and spin = 740.32 kJ/mol

---

C17H24O4 | the ωB97M-V functional and the def2-TZVPD basis

XYZ file:
```
45
Properties=species:S:1:pos:R:3:mulliken_charge:R:1
O -2.58 -0.94 -3.37 -0.602
O 2.65 2.93 0.11 -0.549
O -0.69 -0.51 -4.57 -0.380
O 0.66 1.90 0.08 -0.286
C -1.37 -0.76 -3.41 0.248
C 1.46 2.95 0.29 0.695
C 0.59 -0.01 -2.64 -0.087
C -0.53 -0.57 -2.22 -0.437
C 1.01 3.97 1.33 -0.934
C 0.73 -0.27 -4.12 -0.570
C -0.27 0.72 2.48 -1.654
C 1.18 -1.18 2.41 -1.866
C -1.14 -2.67 0.90 -0.634
C -1.29 -1.60 1.98 -1.270
C -1.98 0.34 -0.37 -1.798
C -1.42 -2.13 -0.53 -1.538
C 0.00 -0.64 1.72 1.472
C 1.71 0.46 -1.68 -0.984
C -0.91 -0.72 -0.74 2.819
C 0.35 -0.60 0.12 -0.404
C 1.24 0.62 -0.21 -1.155
H 1.86 4.69 1.55 0.312
H 0.06 4.53 0.99 0.291
H 0.62 3.46 2.26 0.198
H 1.51 -1.05 -4.30 0.244
H 1.03 0.65 -4.59 0.331
H -0.84 0.45 3.37 0.539
H 0.72 1.17 2.78 0.360
H -0.90 1.39 1.88 0.285
H 2.07 -0.58 2.32 0.422
H 1.45 -2.20 2.16 0.369
H 0.99 -1.09 3.53 0.419
H -1.75 -3.54 1.13 0.537
H -0.06 -3.12 0.89 0.219
H -2.34 -1.24 1.92 0.299
H -1.26 -1.88 3.02 0.620
H -2.90 0.17 -0.96 0.532
H -1.62 1.34 -0.63 0.354
H -2.40 0.36 0.63 0.361
H -0.91 -2.76 -1.20 0.501
H -2.47 -2.10 -0.80 0.427
H 2.48 -0.32 -1.73 0.482
H 2.16 1.40 -2.10 0.485
H 0.95 -1.51 -0.03 0.680
H 2.13 0.51 0.34 0.645
```

Results
E_HOMO = -9.842 eV
E_LUMO = 0.0163 Ha
ΔE to the lowest compared entry with this formula, charge and spin = 185.95 kJ/mol
structure (SMILES) = CC(=O)O[C@@H]1CC2=C(C(=O)OC2)[C@@]2(C)CCCC(C)(C)[C@H]12

---

C14H21CaClN7O4 | the ωB97M-V functional and the def2-TZVPD basis

XYZ file:
```
48
Properties=species:S:1:pos:R:3:mulliken_charge:R:1
Ca -0.16 -0.39 0.30 2.344
Cl -3.10 -3.00 2.12 1.692
O -4.26 -2.53 1.52 -0.437
O -3.15 -2.73 3.54 -0.380
O -2.99 -4.40 1.89 -0.396
O -2.02 -2.36 1.50 -0.485
C 0.49 -4.21 -2.78 -0.806
C 0.07 -3.15 -1.87 0.272
N -0.34 -2.32 -1.14 -0.659
H 1.40 -3.81 -3.25 0.293
H -0.36 -4.30 -3.45 0.318
H 0.52 -5.10 -2.16 0.306
C 0.10 1.75 4.43 -0.848
C 0.19 0.60 3.47 0.529
N 0.18 -0.31 2.70 -0.623
H 0.84 1.50 5.19 0.327
H -0.94 1.85 4.74 0.283
H 0.30 2.72 3.98 0.298
C 0.16 4.49 -0.74 -0.873
C 0.31 3.19 0.05 0.332
N 0.43 2.23 0.66 -0.285
H -0.82 4.43 -1.21 0.259
H 0.86 4.44 -1.58 0.281
H 0.42 5.43 -0.25 0.353
C 4.12 -3.24 0.97 -0.951
C 2.97 -2.37 0.87 0.213
N 2.08 -1.61 0.77 -0.329
H 4.73 -3.18 0.07 0.280
H 3.81 -4.29 0.92 0.308
H 4.61 -3.37 1.94 0.343
C -4.37 1.88 2.30 -0.970
C -3.31 1.34 1.56 0.315
N -2.39 0.86 0.99 -0.249
H -4.19 1.94 3.37 0.289
H -5.31 1.34 2.18 0.314
H -4.61 2.81 1.77 0.314
C 4.34 0.99 -2.30 -0.786
C 2.92 0.75 -1.85 0.250
N 1.82 0.51 -1.50 -0.289
H 4.91 0.92 -1.38 0.282
H 4.32 2.02 -2.67 0.301
H 4.58 0.23 -3.04 0.299
C -1.55 1.54 -4.27 -0.859
C -1.36 1.08 -2.91 0.295
N -1.31 0.76 -1.77 -0.357
H -0.75 1.29 -4.96 0.305
H -1.64 2.62 -4.13 0.279
H -2.53 1.16 -4.55 0.306
```

Results
E_HOMO (alpha / beta) = -16.699 / -16.663 eV
E_LUMO (alpha / beta) = -0.1584 / -0.3642 Ha
charge = +2
expectation value of S² = 0.7650
spin multiplicity = 2

---

H12LiO6 | the ωB97M-V functional and the def2-TZVPD basis

XYZ file:
```
19
Properties=species:S:1:pos:R:3:mulliken_charge:R:1
Li -14.20 -3.69 8.87 0.918
O -14.56 -7.19 10.27 -0.637
H -14.07 -8.01 10.12 0.333
H -14.30 -6.57 9.58 0.332
O -12.78 -1.90 12.14 -0.609
H -11.99 -2.40 12.40 0.310
H -13.34 -2.50 11.63 0.322
O -14.02 -1.73 8.24 -0.579
H -13.33 -1.07 8.42 0.297
H -14.68 -1.28 7.70 0.286
O -13.27 -4.76 7.39 -0.582
H -13.69 -5.06 6.57 0.304
H -12.49 -5.32 7.50 0.294
O -13.33 -4.64 10.39 -0.651
H -13.53 -5.31 11.07 0.346
H -12.37 -4.55 10.38 0.312
O -16.08 -4.16 8.49 -0.584
H -16.59 -4.98 8.55 0.288
H -16.74 -3.45 8.43 0.300
```

Results
E_HOMO = -14.427 eV
E_LUMO = -0.1282 Ha
charge = +1
ΔE to the lowest compared entry with this formula, charge and spin = 54.88 kJ/mol

---

C31H30F4GeN2V | the ωB97M-V functional and the def2-TZVPD basis

XYZ file:
```
69
Properties=species:S:1:pos:R:3:mulliken_charge:R:1
V -0.95 0.85 -0.99 -0.136
C -4.26 0.50 -1.31 -1.220
C -3.46 -0.43 -2.20 -0.630
N -2.19 0.17 -2.62 0.530
C -2.37 1.38 -3.46 -0.561
C -3.23 1.21 -4.71 -1.437
C -1.32 -0.84 -3.28 -1.334
C 0.14 -0.37 -3.45 -1.000
N 0.49 0.50 -2.35 0.401
C 1.64 1.18 -2.29 -0.595
C 1.75 2.14 -1.26 0.771
F 0.63 2.28 -0.45 -0.425
C 2.87 2.90 -1.01 0.311
F 2.86 3.77 0.01 -0.363
C 3.99 2.76 -1.81 -0.690
C 3.92 1.83 -2.84 0.271
F 4.99 1.66 -3.63 -0.340
C 2.80 1.07 -3.09 0.517
F 2.84 0.17 -4.10 -0.348
H -5.12 -0.03 -0.89 0.429
H -4.64 1.37 -1.84 0.327
H -3.65 0.83 -0.46 0.141
H -4.05 -0.73 -3.07 0.524
H -3.20 -1.33 -1.64 0.435
H -1.36 1.71 -3.73 0.417
H -2.80 2.16 -2.83 0.501
H -2.88 0.40 -5.34 0.282
H -3.18 2.12 -5.30 0.432
H -4.27 1.03 -4.46 0.312
H -1.73 -1.10 -4.26 0.395
H -1.35 -1.72 -2.64 0.550
H 0.27 0.13 -4.41 0.516
H 0.76 -1.27 -3.48 0.495
H 4.88 3.35 -1.64 0.496
C -0.94 -0.38 0.13 0.022
Ge 0.05 -0.74 1.73 1.085
C -0.76 -2.18 2.77 -0.098
C -2.14 -2.35 2.75 -0.438
C -2.76 -3.32 3.53 -0.581
C -1.99 -4.14 4.34 -0.402
C -0.61 -3.99 4.37 -0.653
C -0.01 -3.02 3.59 -0.178
C 1.90 -1.16 1.22 0.418
C 2.26 -2.44 0.81 -0.524
C 3.51 -2.70 0.28 -0.761
C 4.44 -1.68 0.16 -0.564
C 4.11 -0.40 0.57 -0.768
C 2.85 -0.14 1.10 -0.241
C 0.09 0.86 2.86 0.200
C -1.00 1.72 2.90 -0.286
C -1.01 2.85 3.70 -0.732
C 0.11 3.15 4.47 -0.444
C 1.21 2.31 4.45 -0.756
C 1.20 1.17 3.64 -0.153
H -2.75 -1.72 2.10 0.320
H -3.83 -3.43 3.50 0.395
H -2.47 -4.90 4.95 0.367
H -0.01 -4.63 5.00 0.390
H 1.07 -2.91 3.62 0.326
H 1.54 -3.25 0.88 0.397
H 3.76 -3.70 -0.04 0.411
H 5.42 -1.88 -0.26 0.396
H 4.82 0.41 0.48 0.431
H 2.61 0.86 1.42 0.469
H -1.88 1.50 2.30 0.382
H -1.87 3.50 3.72 0.402
H 0.11 4.04 5.10 0.387
H 2.08 2.53 5.04 0.402
H 2.07 0.53 3.64 0.405
```

Results
E_HOMO (alpha / beta) = -7.157 / -7.198 eV
E_LUMO (alpha / beta) = -0.0060 / -0.0064 Ha
ΔE to the lowest compared entry with this formula, charge and spin = 23.11 kJ/mol
expectation value of S² = 0.8961
spin multiplicity = 2